Entry from the Open Molecules 2025 dataset: one molecule with the formula C18H23ClN2O3S in a non-equilibrium geometry (wB97M-V/def2-TZVPD).

Positions of all 48 atoms, in Å:
H (2.56381, -1.94600, 3.07340)
H (-0.29410, -3.64458, 1.95978)
C (-0.17749, -3.98093, 0.93034)
C (0.60050, 1.56116, -4.49173)
C (-0.21783, -0.54550, 1.77957)
N (0.16035, -2.84145, 0.10509)
O (-2.14685, 2.13127, 3.78941)
O (-2.42339, 1.44262, 1.43423)
S (-2.14968, 1.09805, 2.79749)
C (1.67097, -1.34003, 3.01278)
H (3.91852, 1.97051, -3.98917)
H (-3.50071, -0.65450, 1.32428)
C (2.73249, 0.39093, -3.17326)
H (-0.18908, 0.80047, 4.87311)
C (1.32060, -2.13787, 0.63313)
H (-2.73115, -1.86993, 2.38073)
H (-2.43702, -1.17311, 4.81930)
H (-0.80835, -0.50860, 0.87916)
C (1.28467, -0.57881, 4.10575)
C (1.86433, 2.11495, -4.57971)
C (0.12847, -1.95870, -2.19494)
N (-3.29985, -0.02925, 3.26097)
C (0.92954, -1.32927, 1.83829)
C (0.13622, 0.19258, 4.04424)
H (-0.22857, 2.02187, -5.00521)
H (1.87746, -0.59340, 5.00796)
C (0.29098, -3.18785, -1.29726)
C (-0.60029, 0.19790, 2.87460)
H (2.13935, -2.83308, 0.88705)
H (-0.22284, -2.27316, -3.18649)
H (-0.59746, 0.00192, -3.68674)
C (0.39691, 0.41394, -3.74296)
H (1.25570, -3.66837, -1.52861)
H (3.55064, -0.07983, -2.65167)
C (2.93575, 1.53220, -3.91855)
H (-4.48141, -1.55412, 2.50035)
H (-3.01040, 0.46949, 5.22312)
H (-1.12246, -4.40519, 0.59375)
C (1.46279, -0.18291, -3.07836)
H (-4.18181, -0.83795, 4.95547)
O (1.37978, -1.31050, -2.32164)
H (-0.61110, -1.28423, -1.74636)
H (1.68578, -1.45861, -0.13974)
H (0.59145, -4.76914, 0.90727)
H (-0.50921, -3.88992, -1.54028)
C (-3.22209, -0.42514, 4.64328)
C (-3.50862, -1.09686, 2.31686)
Cl (2.11311, 3.54449, -5.52063)

The calculation puts the HOMO energy at -8.5 eV. As for the net charge: 0. As for the SMILES: CN(CCOc1ccc(Cl)cc1)Cc1cccc(S(=O)(=O)N(C)C)c1. Its HOMO-LUMO gap is 9.14 eV. Its energy above the lowest of the compared OMol25 structures with the same formula, charge and spin is 2.89 kcal/mol.

Mulliken atomic charge list, values in e, 5 entries: H 0.40; H 0.33; C -1.27; C -0.76; C -0.13

=====

Entry from the Open Molecules 2025 dataset: C24H36As2Ca2F15O17 as an isolated structure in a non-equilibrium geometry (wB97M-V/def2-TZVPD).

Positions of all 96 atoms, in Å:
O (8.31867, -6.94075, 1.25735)
F (5.96583, 2.28522, -1.70314)
C (-2.25690, -0.38799, 0.39352)
H (-0.81138, 1.20207, -0.09110)
H (2.76545, -0.15674, 1.63296)
H (8.62914, 0.74813, 6.90142)
H (-2.17640, 9.04393, 0.81126)
H (-11.86511, 5.26412, -7.46828)
C (8.78434, -7.85147, 2.12167)
F (7.59955, 2.93419, 0.11658)
O (-8.43508, -5.89496, 1.47191)
H (-11.56291, 3.91373, -3.96210)
Ca (-2.79567, 0.97178, -6.68527)
H (-10.10993, 5.82243, -5.80481)
O (-0.48405, -0.11520, -1.46863)
H (7.20626, -7.97966, 3.85425)
F (1.02881, -3.41501, -9.72668)
F (1.61597, -5.85023, -9.23624)
H (9.48931, -7.33424, 2.77253)
H (9.62181, -0.96125, 5.75573)
C (10.27436, -0.52617, 6.51270)
H (8.04103, -10.64413, 2.59815)
C (-10.07339, -4.55351, -1.15479)
H (6.67209, -10.21234, 3.33301)
H (9.91575, 2.94103, 7.41320)
F (-0.81407, -3.36327, -8.04975)
F (8.28802, 3.31330, -2.38564)
C (7.62505, -8.37118, 2.92720)
C (9.68922, 0.69163, 7.14865)
O (6.60497, -8.03582, 1.87685)
H (11.35856, 1.89308, 7.37558)
C (7.70068, -9.85699, 3.27097)
O (-9.68434, 4.41590, -3.66379)
O (-9.72539, 3.89689, -5.77731)
O (0.80526, 10.04166, 0.78477)
C (-1.19208, 7.74517, 2.17705)
H (-9.78149, -5.24945, -3.12430)
H (-0.31028, 9.99825, 2.59339)
H (-12.81300, 5.31613, -6.07169)
O (9.67361, 0.48873, 8.54356)
C (1.89986, -0.46127, 2.22126)
H (-1.83084, 8.00595, 3.02090)
As (6.94241, 3.74982, -1.32710)
C (-10.69950, 4.92484, -5.61822)
H (10.61452, 2.24066, 5.85242)
H (-11.05318, -6.22848, -2.18329)
O (-7.91700, 3.18462, -4.74341)
C (0.74322, 9.11642, -0.17444)
H (-1.63148, 6.85015, 1.73663)
C (10.39471, 2.10061, 6.91080)
C (-9.00907, 3.77554, -4.71669)
C (-9.33316, -5.42858, 0.70247)
C (-1.16617, 8.83552, 1.16355)
H (11.18682, -0.17373, 6.03177)
F (-0.91918, -5.02084, -9.94684)
C (-10.62583, -5.25785, -2.43500)
H (2.19071, -0.05449, 3.18978)
O (10.43171, -1.28632, 7.61414)
O (1.64356, 8.69660, -0.92161)
H (-0.17592, 7.45088, 2.43957)
As (0.34408, -4.69701, -8.65564)
F (-0.29032, -6.03926, -7.60134)
H (-11.61268, -3.23683, -0.18281)
O (10.27271, -1.14264, 9.96274)
H (-0.12501, 0.21486, 2.59054)
H (9.22810, -8.67552, 1.56301)
F (1.43219, -4.07887, -7.39930)
H (-0.89768, 10.91990, 1.00071)
C (-10.98500, 4.82242, -4.13062)
C (7.00367, -6.95371, 1.17183)
F (-3.10846, -0.91380, -0.53739)
C (0.59759, 0.22794, 1.77459)
H (7.96413, -10.05360, 4.31021)
Ca (3.05045, -1.56962, -3.31671)
H (1.82343, -1.54846, 2.23804)
F (-2.12184, -1.43230, 1.22552)
F (7.72538, 5.31607, -0.99735)
O (6.21322, -6.10557, 0.80537)
H (-9.45318, -3.67082, -1.31067)
C (10.10858, -0.67962, 8.82892)
H (-11.40830, 5.68040, -3.60832)
O (-0.39426, 8.34049, 0.09039)
O (-10.48183, -4.77125, 1.03489)
H (-11.99458, -4.89166, -0.18189)
C (-0.43044, 10.07888, 1.51304)
C (-0.86652, 0.11467, -0.14210)
F (5.56694, 4.15958, -0.19890)
F (6.13400, 4.66001, -2.70768)
C (-11.94690, 4.79972, -6.48556)
H (-12.24226, 3.75417, -6.39779)
H (-11.36195, -4.57850, -2.86478)
C (-11.14078, -4.21718, -0.11700)
F (-2.90805, 0.50704, 1.07119)
O (0.25051, -0.37829, 0.55983)
H (0.84543, 1.28578, 1.68706)
O (-9.25886, -5.49450, -0.67946)

The calculation puts the HOMO energy at -11.2 eV. As for the net charge: +1. Its HOMO-LUMO gap is 2.40 eV.

Mulliken atomic charge list, values in e, 5 entries: O -0.32; F -0.54; C 0.87; H 0.29; H 0.28

=====

Entry from the Open Molecules 2025 dataset: one molecule with the formula C4H11N3 in a non-equilibrium geometry (wB97M-V/def2-TZVPD).

Positions of all 18 atoms, in Å:
H (2.59340, -0.58393, -0.81020)
N (-1.12632, -0.53007, 0.76062)
N (-1.12370, 1.40924, 2.15355)
H (-1.14400, 1.27189, -0.20729)
C (-0.64875, 0.30878, -0.36110)
C (1.54894, -0.69107, -1.12104)
H (-1.45602, -0.54965, 2.76418)
H (2.03663, -0.46944, -3.04447)
N (1.22935, -0.84311, -2.53719)
H (-1.12645, -0.03227, -1.28184)
H (-0.81395, -1.48124, 0.87431)
H (1.40380, -1.80819, -2.81613)
H (1.11412, 1.41914, -0.99357)
H (1.24693, -1.57405, -0.52706)
C (-1.19301, 0.14214, 1.94648)
H (-1.57657, 1.57027, 3.04862)
C (0.88048, 0.48899, -0.44088)
H (1.28177, 0.71189, 0.57153)

The calculation puts the HOMO energy at -9.0 eV. As for the net charge: 0. As for the SMILES: [H]/N=C/NCCCN. Its HOMO-LUMO gap is 9.90 eV. Its energy above the lowest of the compared OMol25 structures with the same formula, charge and spin is 38.07 kcal/mol.

Mulliken atomic charge list, values in e, 5 entries: H 0.31; N -0.25; N -0.66; H 0.35; C -0.78

=====

Entry from the Open Molecules 2025 dataset: C34H33Zr as an isolated structure in a non-equilibrium geometry (wB97M-V/def2-TZVPD).

Positions of all 68 atoms, in Å:
C (-2.41169, 1.54783, -0.12928)
C (-4.89614, 1.91339, 3.28381)
H (2.35591, 3.44392, 0.34201)
H (-1.34505, 1.70883, -0.29018)
H (2.16303, -0.04345, 2.23728)
H (2.60907, 4.95098, -1.31724)
C (-3.07661, 1.75984, 1.14238)
C (1.82819, -3.89812, 2.20093)
C (2.06464, -1.12126, 2.19692)
C (1.97304, -3.23473, 0.98811)
H (-0.58778, -0.53892, 0.48991)
H (-4.20927, -1.39446, 2.88883)
H (-3.23696, 1.11641, -2.17711)
H (-1.52901, 2.15172, 2.60707)
C (-4.91818, -1.63925, -1.51730)
C (-4.49807, 1.51082, 0.93958)
C (-2.60148, 2.03138, 2.44918)
C (-2.99388, -2.53447, -3.04664)
C (-2.44894, -4.27352, -0.84726)
C (-1.17588, -1.16513, -0.20901)
C (-3.57007, -3.41166, -0.79455)
C (-3.51106, 2.12599, 3.49102)
H (2.17591, 1.17266, 1.19797)
H (3.56810, 4.45727, -2.71342)
H (1.81470, 4.59263, -2.85058)
H (-2.58094, -0.73467, 3.01099)
C (1.79287, -3.20238, 3.42021)
C (-1.66418, -4.29030, -1.99055)
H (-5.65411, 0.97453, -0.90454)
H (-3.16682, 2.37763, 4.49543)
C (-3.40504, 1.20786, -1.10469)
H (1.73449, -4.98380, 2.20684)
C (2.27694, 0.17781, -0.74483)
C (-5.39405, 1.58371, 2.03325)
C (-1.93937, -3.43442, -3.08349)
C (2.36542, 0.47340, -2.14842)
C (-3.22658, -1.38040, 2.39976)
H (-2.81671, -2.40187, 2.48652)
H (-3.19480, -1.84007, -3.86188)
H (-0.82131, -4.98032, -2.06270)
H (-1.30675, -3.49419, -3.96911)
C (-3.83291, -2.51188, -1.91024)
C (-4.67693, 1.12287, -0.44410)
Zr (-3.33000, -0.83865, 0.27144)
H (-6.29156, -1.70316, 0.27237)
H (2.35074, -0.37095, -2.84115)
C (1.90114, -1.81195, 3.39803)
C (-5.38519, -2.05156, -0.22175)
C (2.36193, 2.59975, -0.35045)
C (2.62488, 4.27997, -2.18076)
C (-4.52574, -3.09970, 0.24844)
H (1.69357, -3.73858, 4.37183)
H (-0.83714, -2.20042, -0.04779)
H (1.86069, -1.25155, 4.33382)
H (1.98780, -3.78497, 0.04111)
H (2.21548, -1.90317, -1.16730)
H (-4.60451, -3.65264, 1.18519)
C (2.26506, 1.30625, 0.12792)
C (2.46501, 1.77843, -2.60730)
C (2.09170, -1.80572, 0.94460)
H (2.53324, 1.96510, -3.67829)
H (-6.45114, 1.38220, 1.85836)
C (2.47830, 2.86921, -1.71639)
H (-2.22021, -4.89666, 0.01780)
H (-0.85367, -0.88589, -1.22097)
C (2.19681, -1.18887, -0.33869)
H (-5.57507, 2.01791, 4.13036)
H (-5.39153, -0.92796, -2.19351)

The calculation puts the HOMO energy at -1.8 eV. As for the net charge: -1. Its HOMO-LUMO gap is 4.22 eV. Its energy above the lowest of the compared OMol25 structures with the same formula, charge and spin is 0.00 kcal/mol.

Mulliken atomic charge list, values in e, 5 entries: C -1.23; C -0.50; H 0.15; H 0.68; H 0.45